Here is 8 unconnected molecules or ions with the total composition C21H57N5O8 at a distorted geometry from OMol25. Energies are from ωB97M-V with the def2-TZVPD basis set.

Output
**Energy above the lowest of the compared OMol25 structures with the same formula, charge and spin**: 0.0 kJ/mol
**Highest occupied orbital energy**: -7.73 eV
**Max |F|**: 2.76 eV Å⁻¹
**SMILES**: CC1(C)CCCC(C)(C)N1O.NC(N)=O.NC(N)=O.CCO.CCO.CCO.CCO.CCO

```
! wB97M-V def2-TZVPD RIJCOSX def2/J DEFGRID3
* xyz 0 1
C -4.485 2.303 0.698
O -3.705 2.240 1.620
N -4.653 1.243 -0.330
N -5.162 3.506 0.342
H -4.947 1.620 -1.217
H -3.877 0.568 -0.389
H -5.893 3.513 -0.349
H -5.350 4.178 1.072
C 1.248 -2.752 3.438
O 2.439 -2.659 3.081
N 0.573 -3.984 3.286
N 0.508 -1.704 3.953
H -0.252 -4.132 3.890
H 1.111 -4.819 3.144
H 1.013 -0.827 3.915
H -0.445 -1.679 3.618
C -4.785 -1.249 3.269
C -3.308 -0.887 3.525
O -2.317 -1.524 2.699
H -4.922 -2.339 3.393
H -5.114 -1.051 2.235
H -5.405 -0.702 3.972
H -3.082 -1.146 4.548
H -3.136 0.199 3.438
H -2.294 -1.105 1.814
C -2.613 0.428 -3.597
C -3.641 1.446 -4.138
O -3.893 2.444 -3.187
H -2.486 -0.305 -4.385
H -2.977 -0.229 -2.790
H -1.625 0.881 -3.385
H -4.576 0.998 -4.454
H -3.113 1.891 -4.996
H -3.720 3.302 -3.594
C -0.368 1.071 2.058
C -0.302 0.162 0.878
O -1.602 -0.174 0.511
H -0.825 2.024 1.794
H 0.561 1.293 2.597
H -1.053 0.634 2.773
H 0.312 -0.664 1.173
H 0.274 0.675 0.108
H -1.631 -0.876 -0.145
C -1.362 4.556 -0.496
C -0.521 3.719 -1.405
O -1.242 3.483 -2.632
H -0.731 4.837 0.376
H -2.244 3.977 -0.169
H -1.695 5.449 -1.026
H -0.210 2.827 -0.889
H 0.411 4.212 -1.627
H -2.044 2.954 -2.530
C -1.496 -3.582 -2.170
C -2.828 -3.515 -1.438
O -2.921 -2.230 -0.834
H -1.468 -4.491 -2.746
H -0.722 -3.758 -1.390
H -1.283 -2.720 -2.809
H -2.931 -4.270 -0.642
H -3.651 -3.597 -2.145
H -3.672 -2.335 -0.226
C 4.432 1.515 1.650
C 4.285 0.899 0.283
C 5.680 1.007 -0.348
C 5.822 0.227 -1.654
C 5.572 -1.269 -1.319
C 4.200 -1.472 -0.745
N 3.971 -0.575 0.389
O 2.711 -0.821 0.912
C 3.156 -1.382 -1.854
C 4.187 -2.901 -0.072
C 3.266 1.704 -0.497
H 3.540 1.446 2.299
H 4.426 2.600 1.599
H 5.327 1.170 2.188
H 5.950 2.048 -0.479
H 6.461 0.571 0.256
H 6.828 0.277 -2.056
H 5.137 0.677 -2.354
H 6.354 -1.588 -0.623
H 5.608 -1.956 -2.191
H 3.284 -2.279 -2.466
H 2.191 -1.428 -1.354
H 3.245 -0.442 -2.431
H 4.848 -2.880 0.801
H 3.180 -3.216 0.131
H 4.598 -3.626 -0.788
H 3.485 2.744 -0.342
H 2.272 1.567 -0.073
H 3.216 1.492 -1.597
H 2.893 -1.443 1.644
*
```

---

Here is a molecular structure, C12H24Cl12 at a distorted geometry from OMol25. Energies are from ωB97M-V with the def2-TZVPD basis set.

Output
**Energy above the lowest of the compared OMol25 structures with the same formula, charge and spin**: 2062.2 kJ/mol
**Highest occupied orbital energy**: -7.92 eV
**Max |F|**: 14.18 eV Å⁻¹

```
! wB97M-V def2-TZVPD RIJCOSX def2/J DEFGRID3
* xyz 0 1
Cl -4.460 14.773 -21.257
C -3.607 15.808 -20.058
C -2.369 15.023 -19.530
Cl -1.535 16.033 -18.404
H -4.304 16.074 -19.264
H -3.359 16.732 -20.582
H -1.747 14.679 -20.356
H -2.736 14.196 -18.923
Cl 1.870 17.915 -19.990
C 0.407 16.863 -19.908
C -0.514 16.929 -21.072
Cl -1.278 18.559 -20.865
H -0.081 16.964 -18.939
H 0.935 15.910 -19.868
H -1.383 16.300 -21.260
H 0.110 17.060 -21.956
Cl 1.950 20.889 -22.144
C 0.698 19.565 -22.304
C -0.747 20.145 -22.263
Cl -1.036 21.138 -20.778
H 0.838 18.836 -21.506
H 1.001 19.154 -23.267
H -1.578 19.463 -22.445
H -0.702 20.792 -23.140
Cl 0.282 14.766 -20.865
C -0.108 13.764 -19.502
C -0.691 12.466 -20.175
Cl -2.372 12.797 -20.694
H -0.830 14.278 -18.868
H 0.804 13.573 -18.937
H -0.600 11.588 -19.536
H -0.045 12.104 -20.975
Cl 0.928 17.589 -23.353
C -0.026 17.025 -24.787
C -1.367 17.795 -24.695
Cl -1.246 19.484 -24.921
H -0.152 15.943 -24.762
H 0.490 17.231 -25.725
H -1.749 17.607 -23.692
H -2.083 17.531 -25.473
Cl 0.380 15.275 -14.836
C -0.193 16.418 -16.038
C 0.863 16.846 -17.058
Cl 1.135 15.581 -18.386
H -0.632 17.305 -15.581
H -0.991 15.934 -16.601
H 1.829 17.067 -16.603
H 0.449 17.709 -17.580
*
```

---

Here is a molecular structure, C39H35CrN7S3 from OMol25. Energies are from ωB97M-V with the def2-TZVPD basis set.

Output
**Highest occupied orbital energy (spin up / spin down)**: -15.49 / -15.50 eV
**Max |F|**: 0.40 eV Å⁻¹

```
! wB97M-V def2-TZVPD RIJCOSX def2/J DEFGRID3
* xyz 3 2
Cr 1.072 -0.440 -1.358
S 2.273 -0.508 0.705
C 3.322 0.825 0.750
N 3.941 1.191 1.831
C 4.863 2.347 1.808
C 5.582 2.386 0.494
N 4.601 2.364 -0.609
C 4.945 3.231 -1.765
C 4.911 4.678 -1.341
C 3.751 5.217 -0.788
C 3.721 6.547 -0.401
C 4.847 7.345 -0.573
C 5.999 6.813 -1.129
C 6.034 5.476 -1.509
C 3.540 1.623 -0.528
S 2.338 1.551 -1.733
C 3.692 0.534 3.159
C 3.810 1.499 4.301
C 4.944 1.507 5.106
C 5.045 2.409 6.156
C 4.013 3.302 6.402
C 2.873 3.291 5.607
C 2.770 2.387 4.561
H 5.566 2.236 2.629
H 4.288 3.258 1.986
H 6.262 1.541 0.365
H 6.149 3.311 0.410
H 4.256 3.016 -2.576
H 5.951 2.945 -2.077
H 2.862 4.603 -0.672
H 2.820 6.968 0.025
H 4.821 8.385 -0.277
H 6.874 7.434 -1.266
H 6.937 5.063 -1.943
H 4.408 -0.286 3.244
H 2.692 0.107 3.111
H 5.743 0.794 4.929
H 5.923 2.406 6.788
H 4.088 4.000 7.225
H 2.061 3.974 5.815
H 1.869 2.363 3.956
N -0.149 -4.363 -1.486
C -1.580 -4.442 -1.502
C -2.197 -5.522 -2.101
C -3.585 -5.552 -2.164
C -4.333 -4.499 -1.662
C -3.701 -3.403 -1.082
C -2.321 -3.393 -0.987
S -1.467 -2.146 -0.078
N 0.018 -2.094 -0.961
C 0.527 -3.225 -1.402
C 1.928 -3.154 -1.908
C 2.718 -4.253 -2.171
C 4.009 -4.048 -2.642
C 4.449 -2.751 -2.844
C 3.598 -1.700 -2.546
N 2.364 -1.891 -2.074
H 0.329 -5.165 -1.866
H -1.611 -6.335 -2.513
H -4.077 -6.404 -2.612
H -5.412 -4.527 -1.714
H -4.283 -2.583 -0.680
H 2.361 -5.260 -1.999
H 4.654 -4.891 -2.850
H 5.439 -2.549 -3.227
H 3.898 -0.671 -2.693
N -0.508 0.868 -0.771
C -0.928 1.620 -1.944
C -1.636 2.784 -1.903
C -2.059 3.402 -3.103
C -1.786 2.828 -4.311
C -1.040 1.625 -4.375
C -0.712 0.973 -5.583
C 0.031 -0.178 -5.561
C 0.485 -0.666 -4.333
N 0.203 -0.086 -3.175
C -0.589 1.042 -3.180
H -0.326 1.493 0.009
H -1.294 0.276 -0.487
H -1.899 3.230 -0.951
H -2.622 4.323 -3.053
H -2.132 3.283 -5.230
H -1.052 1.391 -6.523
H 0.289 -0.702 -6.470
H 1.110 -1.549 -4.296
*
```

---

Here is a single CH5Cl3Si2 molecule at a distorted geometry from OMol25. Energies are from ωB97M-V with the def2-TZVPD basis set.

Output
**Energy above the lowest of the compared OMol25 structures with the same formula, charge and spin**: 632.4 kJ/mol
**Highest occupied orbital energy**: -7.97 eV
**Max |F|**: 1.26 eV Å⁻¹

```
! wB97M-V def2-TZVPD RIJCOSX def2/J DEFGRID3
* xyz 0 1
C -1.388 1.868 -1.842
Si -0.807 -0.654 0.763
Si 1.515 -0.813 0.830
Cl -1.553 0.039 -1.125
Cl -0.255 2.637 -0.727
Cl 2.102 -2.509 -0.097
H -0.774 1.635 -2.739
H -1.615 -1.878 0.784
H -1.383 0.292 1.721
H 2.225 0.298 0.202
H 1.932 -0.916 2.230
*
```

---

Here is a molecular structure, C19H21AuN8O from OMol25. Energies are from ωB97M-V with the def2-TZVPD basis set.

Output
**Energy above the lowest of the compared OMol25 structures with the same formula, charge and spin**: 0.0 kJ/mol
**Highest occupied orbital energy (spin up / spin down)**: -13.06 / -14.88 eV
**Max |F|**: 0.68 eV Å⁻¹

```
! wB97M-V def2-TZVPD RIJCOSX def2/J DEFGRID3
* xyz 2 3
Au -0.050 0.147 0.020
C 2.477 -0.278 0.029
C 2.729 1.079 0.194
C 2.945 1.938 -0.944
C 3.063 3.286 -0.791
C 2.975 3.855 0.498
C 2.878 3.034 1.644
C 2.766 1.685 1.504
C 2.851 5.271 0.634
N 2.631 6.396 0.722
H 2.487 -0.943 0.883
H 2.563 -0.721 -0.955
H 2.992 1.488 -1.927
H 3.198 3.935 -1.646
H 2.872 3.495 2.622
H 2.682 1.044 2.372
N -2.318 5.216 0.245
C -1.019 5.495 0.382
N -0.612 6.751 0.495
N -0.054 4.574 0.407
C -0.177 3.313 0.263
N -0.025 2.183 0.019
H -3.017 5.939 0.218
H -2.624 4.262 0.170
H -1.248 7.530 0.499
H 0.381 6.926 0.586
N -0.122 -1.926 -0.050
C -0.105 -3.073 0.003
C -0.086 -4.501 0.065
C 0.614 -5.212 -0.913
C 0.635 -6.592 -0.835
C -0.030 -7.239 0.201
C -0.722 -6.520 1.169
C -0.757 -5.139 1.110
H 1.127 -4.693 -1.710
H 1.170 -7.166 -1.578
H -0.007 -8.318 0.255
H -1.229 -7.039 1.970
H -1.286 -4.564 1.857
C -4.719 -0.175 1.314
N -4.365 -0.481 -0.068
C -3.120 -0.341 -0.522
N -2.831 -0.762 -1.769
O -2.253 0.185 0.236
H -5.774 -0.397 1.447
H -4.553 0.878 1.529
H -4.136 -0.777 2.008
H -5.051 -0.919 -0.659
H -3.546 -1.094 -2.393
H -1.945 -0.514 -2.172
*
```

---

Here is a single C4H5IN2 molecule at a distorted geometry from OMol25. Energies are from ωB97M-V with the def2-TZVPD basis set.

Output
**Energy above the lowest of the compared OMol25 structures with the same formula, charge and spin**: 0.0 kJ/mol
**Highest occupied orbital energy**: -8.73 eV
**Max |F|**: 2.93 eV Å⁻¹
**SMILES**: ICc1ncc[nH]1

```
! wB97M-V def2-TZVPD RIJCOSX def2/J DEFGRID3
* xyz 0 1
C -0.643 1.498 -0.886
C -0.719 0.347 -1.640
C 0.045 -0.067 0.394
C 0.559 -0.752 1.628
N -0.164 1.224 0.369
N -0.327 -0.673 -0.787
I 2.693 -1.008 1.464
H -0.995 2.445 -1.190
H -1.123 0.389 -2.668
H 0.139 -1.733 1.948
H 0.635 -0.021 2.334
H -0.102 -1.650 -0.965
*
```

---

Here is 18 unconnected molecules or ions with the total composition C18H75N3O18 at a distorted geometry from OMol25. Energies are from ωB97M-V with the def2-TZVPD basis set.

Output
**Highest occupied orbital energy (spin up / spin down)**: -11.50 / -11.49 eV
**Max |F|**: 3.76 eV Å⁻¹

```
! wB97M-V def2-TZVPD RIJCOSX def2/J DEFGRID3
* xyz 1 2
C 1.503 -0.302 -4.482
C 2.486 0.389 -5.365
O 2.881 1.554 -4.750
H 1.805 -0.257 -3.436
H 1.437 -1.361 -4.732
H 0.530 0.161 -4.649
H 2.022 0.617 -6.325
H 3.339 -0.196 -5.709
H 2.228 2.232 -4.940
C -1.270 -2.918 -6.155
C -1.886 -2.272 -4.886
O -1.808 -3.034 -3.718
H -1.693 -3.907 -6.333
H -0.185 -2.980 -6.074
H -1.539 -2.365 -7.054
H -2.958 -2.172 -5.059
H -1.418 -1.297 -4.748
H -2.096 -2.500 -2.974
C -2.425 4.622 -2.618
C -1.282 4.472 -3.678
O -1.158 3.064 -3.948
H -3.337 4.353 -3.150
H -2.492 5.686 -2.393
H -2.235 3.941 -1.788
H -0.385 4.891 -3.221
H -1.419 4.993 -4.626
H -0.352 2.904 -4.443
C -1.334 1.632 6.303
C -0.431 0.872 5.354
C 1.053 1.277 5.441
O 1.171 2.605 4.968
C 2.463 3.101 5.009
N -0.673 -0.530 5.788
H -1.092 2.688 6.177
H -1.111 1.494 7.361
H -2.385 1.480 6.058
H -0.724 0.952 4.307
H 1.531 0.568 4.764
H 1.507 1.202 6.429
H 3.115 2.401 5.530
H 2.501 4.003 5.619
H 2.822 3.335 4.007
H -1.682 -0.539 5.834
H -0.398 -0.652 6.753
C -0.858 0.850 -1.884
C -0.296 0.100 -0.672
C 0.997 0.706 0.045
O 0.827 2.048 0.575
C 1.838 2.352 1.466
N -1.338 -0.171 0.277
H -1.157 1.846 -1.556
H -1.660 0.274 -2.346
H -0.020 0.892 -2.580
H 0.037 -0.850 -1.088
H 1.837 0.698 -0.650
H 1.172 0.001 0.857
H 2.777 2.038 1.011
H 1.618 1.854 2.411
H 1.915 3.439 1.476
H -1.528 0.724 0.706
H -1.116 -0.748 1.075
C -0.701 -3.915 0.278
C -0.040 -5.335 0.260
C -1.068 -6.506 0.324
O -0.384 -7.766 0.271
C -1.217 -8.941 0.416
N 0.826 -5.387 -0.901
H -1.589 -3.890 0.909
H -1.120 -3.656 -0.695
H -0.018 -3.159 0.665
H 0.550 -5.278 1.174
H -1.738 -6.315 -0.514
H -1.541 -6.476 1.305
H -0.611 -9.845 0.360
H -1.989 -8.924 -0.353
H -1.670 -8.907 1.406
H 0.504 -6.054 -1.587
H 1.723 -5.764 -0.627
O -0.553 4.153 3.706
H 0.061 3.626 4.216
H -0.071 4.955 3.504
O -3.945 1.672 -0.062
H -3.211 1.192 -0.444
H -3.536 2.299 0.535
O -0.365 -1.362 2.814
H -0.391 -1.008 3.702
H 0.563 -1.522 2.645
O -1.649 2.630 1.495
H -0.802 2.536 1.059
H -1.461 3.149 2.276
O -2.882 -2.859 3.260
H -2.172 -2.348 2.871
H -3.421 -2.214 3.716
O 1.555 3.658 -1.715
H 2.335 3.135 -1.898
H 1.063 3.141 -1.077
O 4.660 4.043 -0.278
H 4.882 3.741 0.603
H 4.251 3.285 -0.695
O 2.719 -1.567 2.367
H 3.137 -1.755 3.207
H 3.315 -1.936 1.714
O 4.825 3.061 2.296
H 4.973 3.624 3.056
H 4.629 2.201 2.669
O -3.184 -1.892 -1.372
H -3.899 -2.167 -0.798
H -2.651 -1.310 -0.829
O 3.857 2.170 -2.229
H 4.757 1.847 -2.185
H 3.532 1.860 -3.074
O -3.571 1.672 -4.049
H -4.197 2.045 -3.429
H -2.742 2.103 -3.843
*
```